# 1
C40H36CoN6O3STe | the ωB97M-V functional and the def2-TZVPD basis

## Properties
- Orbital gap (spin up / spin down): 5.1 / 5.2 eV
- E_tot: -4149.04248 hartree
- Total charge: -2
- ⟨S²⟩: 0.765
- Lowest unoccupied orbital energy (spin up / spin down): 4.19 / 4.19 eV
- HOMO energy (spin up / spin down): -0.957 / -0.963 eV
- ΔE to the lowest compared entry with this formula, charge and spin: 52.97 kJ/mol
- Maximum force: 0.99 eV Å⁻¹
- Multiplicity: 2

Last column: Mulliken spin population.
Geometry (Å):
1 Co -0.6084 -0.4613 -0.1592  1.525
2 C -8.0333 1.1251 0.9720  0.000
3 O -7.0485 0.1513 0.7446  0.000
4 C -5.7428 0.5091 1.0011  0.002
5 C -5.3838 1.7219 1.6079  0.000
6 C -4.0550 1.9674 1.8635  0.003
7 C -3.0304 1.0655 1.5290  0.021
8 C -1.6675 1.3403 1.8514  -0.048
9 C -1.3472 2.5189 2.7442  -0.001
10 O -0.6859 0.6635 1.4747  -0.080
11 C -3.3956 -0.1596 0.8454  -0.046
12 O -2.5513 -1.0117 0.4635  -0.033
13 C -4.7811 -0.3973 0.6345  0.013
14 H -8.9755 0.6907 0.6387  0.000
15 H -7.8400 2.0389 0.4002  0.000
16 H -8.1160 1.3842 2.0341  0.000
17 H -6.1193 2.4681 1.8741  0.000
18 H -3.8018 2.9113 2.3281  0.000
19 H -1.8397 2.4039 3.7112  0.000
20 H -1.6845 3.4484 2.2819  0.000
21 H -0.2705 2.5675 2.8970  0.000
22 H -5.0669 -1.3201 0.1463  0.000
23 N 0.3254 -2.0355 0.9686  -0.018
24 C -0.6914 -3.0028 1.0490  0.005
25 C -1.1894 -3.4261 2.2743  -0.005
26 C -2.2727 -4.2901 2.3369  0.001
27 C -2.8483 -4.7579 1.1680  -0.001
28 C -2.3332 -4.3577 -0.0577  0.003
29 C -1.2576 -3.4841 -0.1431  -0.004
30 C -0.7613 -3.0159 -1.4619  0.039
31 C -0.6701 -3.9558 -2.4919  0.003
32 C -0.2686 -3.5885 -3.7672  0.001
33 C 0.0465 -2.2567 -4.0042  -0.003
34 C -0.0244 -1.3245 -2.9749  -0.119
35 C -0.4275 -1.6511 -1.6721  -0.126
36 H 0.6738 -1.6959 1.8640  0.011
37 H 1.1004 -2.2947 0.3739  -0.007
38 H -0.7426 -3.0399 3.1834  0.000
39 H -2.6753 -4.5814 3.3002  0.000
40 H -3.7097 -5.4151 1.1986  0.000
41 H -2.8101 -4.6867 -0.9731  0.000
42 H -0.9022 -4.9960 -2.2847  0.000
43 H -0.2005 -4.3246 -4.5619  0.000
44 H 0.3340 -1.9402 -5.0040  -0.001
45 H 0.2487 -0.2990 -3.2036  0.000
46 N 4.1700 -2.1150 -3.1363  0.000
47 N 3.8732 -1.3282 -2.0398  -0.001
48 N 3.9112 -0.0128 -2.0881  0.000
49 C 3.4976 0.2958 -0.8623  -0.007
50 N 3.2278 -0.7827 -0.1319  -0.001
51 N 3.4696 -1.8213 -0.8966  0.002
52 H 4.1680 -1.4882 -3.9309  0.000
53 H 3.4068 -2.7787 -3.2496  0.000
54 H 3.3922 1.3047 -0.5028  0.001
55 Te 1.9468 0.7129 2.6940  -0.001
56 C 3.7624 0.5338 3.7492  -0.001
57 C 3.9738 0.2984 5.0827  0.001
58 C 5.3404 0.2067 5.4587  0.000
59 C 6.1863 0.3619 4.4047  0.000
60 S 5.2974 0.6316 2.9467  0.000
61 H 3.1520 0.1928 5.7776  0.000
62 H 5.6800 0.0335 6.4729  0.000
63 H 7.2649 0.3340 4.3911  0.000
64 C -5.0868 3.9177 -3.3698  -0.001
65 C -3.8997 4.3031 -2.7582  0.001
66 C -3.0068 3.3595 -2.2811  -0.001
67 C -3.2683 1.9839 -2.3930  0.000
68 C -4.4880 1.6197 -2.9902  -0.001
69 C -5.3749 2.5626 -3.4759  0.000
70 C -2.4152 0.9236 -1.8612  0.004
71 C -1.1730 0.9800 -1.3333  0.022
72 C -0.2363 2.0821 -1.5622  -0.111
73 C 0.0511 2.4676 -2.8857  0.011
74 C 0.9986 3.4346 -3.1698  -0.002
75 C 1.6849 4.0718 -2.1441  0.003
76 C 1.4176 3.7062 -0.8304  0.000
77 C 0.4888 2.7216 -0.5438  -0.022
78 H -5.7882 4.6578 -3.7377  0.000
79 H -3.6788 5.3597 -2.6502  0.000
80 H -2.0966 3.6859 -1.7990  -0.004
81 H -4.7325 0.5660 -3.0610  0.000
82 H -6.3039 2.2431 -3.9365  0.000
83 H -2.9204 -0.0386 -1.8214  -0.008
84 H -0.4972 1.9923 -3.6908  0.000
85 H 1.2034 3.6953 -4.2031  0.000
86 H 2.4128 4.8433 -2.3662  0.001
87 H 1.9606 4.1751 -0.0178  0.000
88 H 0.3168 2.4371 0.4816  -0.019

# 2
C41H52NSi4 | the ωB97M-V functional and the def2-TZVPD basis

## Properties
- Orbital gap: 6.0 eV
- E_tot: -2806.10576 hartree
- Total charge: +1
- Lowest unoccupied orbital energy: -4.94 eV
- HOMO energy: -10.990 eV
- Maximum force: 5.16 eV Å⁻¹

Last column: Löwdin charge in e.
Geometry (Å):
1 C 1.4479 -1.0971 12.6400  -0.188
2 Si 2.8747 -1.0481 13.8365  0.502
3 C 3.8134 0.5439 13.6151  -0.167
4 C 2.0160 -1.0482 15.5178  -0.256
5 C 2.6432 -1.6372 16.6245  -0.101
6 C 1.9845 -1.7007 17.8580  -0.083
7 C 0.7007 -1.1738 17.9972  -0.088
8 C 0.0646 -0.5883 16.8981  -0.086
9 C 0.7246 -0.5205 15.6662  -0.104
10 C 3.9819 -2.5443 13.6650  -0.318
11 Si 3.7596 -3.6114 12.1028  0.634
12 H 2.3856 -3.1943 11.0978  0.061
13 C 5.4236 -3.5882 11.1975  -0.336
14 Si 7.0476 -4.0843 12.1112  0.550
15 C 8.3414 -2.7421 11.9887  -0.176
16 C 6.8052 -4.5092 13.9192  -0.183
17 C 7.8469 -5.6415 11.3339  -0.254
18 C 8.5313 -6.5716 12.1360  -0.096
19 C 9.1695 -7.6857 11.5698  -0.078
20 C 9.1241 -7.8895 10.1852  -0.086
21 C 8.4384 -6.9791 9.3785  -0.088
22 C 7.8067 -5.8614 9.9460  -0.108
23 C 3.7107 -5.3964 12.7734  -0.336
24 Si 2.1160 -6.3039 12.4143  0.478
25 C 1.9328 -6.5487 10.5743  -0.166
26 C 2.0650 -7.9698 13.2436  -0.170
27 C 0.7228 -5.2590 13.1574  -0.254
28 C -0.4110 -4.9242 12.4098  -0.119
29 C -1.3890 -4.0800 12.9508  -0.111
30 C -1.2497 -3.5862 14.2513  -0.074
31 C -0.1459 -3.9607 15.0176  -0.069
32 C 0.8368 -4.7877 14.4740  -0.081
33 H 1.8679 -1.0793 11.6303  0.011
34 H 0.8026 -1.9828 12.7129  0.038
35 H 0.7941 -0.2171 12.7204  0.047
36 H 4.3728 0.5343 12.6679  0.033
37 H 3.1203 1.3984 13.5949  0.041
38 H 4.5252 0.7090 14.4368  0.043
39 H 3.6477 -2.0590 16.5175  0.098
40 H 2.4855 -2.1727 18.7056  0.107
41 H 0.1883 -1.2249 18.9528  0.104
42 H -0.9453 -0.1890 16.9836  0.104
43 H 0.2132 -0.0670 14.8097  0.092
44 H 5.0256 -2.1838 13.7251  0.039
45 H 3.8587 -3.1669 14.5713  0.037
46 H 5.3503 -4.2549 10.3154  0.023
47 H 5.5945 -2.5758 10.7851  0.033
48 H 7.9772 -1.8065 12.4354  0.031
49 H 9.2644 -3.0310 12.5153  0.046
50 H 8.6091 -2.5462 10.9409  0.038
51 H 6.3634 -3.6805 14.4850  0.021
52 H 6.1685 -5.3919 14.0590  0.031
53 H 7.7783 -4.7317 14.3861  0.041
54 H 8.5706 -6.4320 13.2220  0.091
55 H 9.7011 -8.3866 12.2139  0.105
56 H 9.6223 -8.7520 9.7442  0.105
57 H 8.3938 -7.1297 8.2970  0.103
58 H 7.2780 -5.1543 9.2982  0.093
59 H 4.5397 -5.9751 12.3332  0.049
60 H 3.9007 -5.4063 13.8602  0.043
61 H 2.6210 -7.3573 10.2873  0.049
62 H 0.9194 -6.8540 10.2805  0.043
63 H 2.2050 -5.6561 10.0018  -0.005
64 H 2.8686 -8.6014 12.8437  0.039
65 H 2.1968 -7.8746 14.3284  0.038
66 H 1.1036 -8.4688 13.0575  0.043
67 H -0.5360 -5.3178 11.3975  0.095
68 H -2.2638 -3.8236 12.3522  0.100
69 H -2.0051 -2.9239 14.6686  0.109
70 H -0.0340 -3.6039 16.0429  0.107
71 H 1.7021 -5.0513 15.0870  0.111
72 C 1.2671 -3.4576 8.9318  -0.062
73 C 0.9034 -2.5611 10.0555  -0.073
74 N 0.5014 -1.3046 9.6679  0.047
75 C -0.5422 -0.5510 10.2677  -0.150
76 C -1.5439 -0.9676 11.1371  0.007
77 C -2.3677 0.0256 11.6859  -0.045
78 C -2.1881 1.3769 11.3594  -0.048
79 C -1.1889 1.7849 10.4702  0.017
80 C -0.3821 0.7999 9.8963  -0.100
81 C 0.7525 0.8777 9.0185  -0.098
82 C 1.2522 -0.4285 8.8424  -0.125
83 C 2.4277 -0.6800 8.1401  0.014
84 C 3.1080 0.4267 7.6173  -0.050
85 C 2.6360 1.7324 7.8056  -0.044
86 C 1.4466 1.9769 8.5126  0.021
87 H 0.7927 -4.4358 9.0805  0.086
88 H 0.9614 -3.0782 7.9445  0.111
89 H 2.3599 -3.5756 8.9344  0.077
90 H 0.2094 -2.9456 10.8257  0.104
91 H -1.6576 -2.0253 11.3608  0.087
92 H -3.1658 -0.2586 12.3752  0.116
93 H -2.8421 2.1280 11.8060  0.117
94 H -1.0126 2.8270 10.2024  0.123
95 H 2.7700 -1.6982 8.0088  0.098
96 H 4.0263 0.2701 7.0534  0.115
97 H 3.1917 2.5771 7.4018  0.115
98 H 1.0434 2.9671 8.6945  0.120

# 3
C4H9Cl2O2S | the ωB97M-V functional and the def2-TZVPD basis

## Properties
- Orbital gap (spin up / spin down): 10.2 / 6.8 eV
- E_tot: -1626.79541 hartree
- ⟨S²⟩: 0.762
- Lowest unoccupied orbital energy (spin up / spin down): -0.43 / -3.83 eV
- HOMO energy (spin up / spin down): -10.645 / -10.644 eV
- ΔE to the lowest compared entry with this formula, charge and spin: 0.00 kJ/mol
- Maximum force: 2.16 eV Å⁻¹
- Multiplicity: 2

Last column: Mulliken spin population.
Geometry (Å):
1 O 5.3898 -0.5641 1.2228  0.195
2 S 5.0770 0.1640 0.0041  0.292
3 O 5.3669 -0.5614 -1.2198  0.193
4 Cl 0.6099 -0.1802 0.0440  -0.001
5 Cl 6.1188 2.0919 0.0018  0.321
6 C -1.7538 -1.5295 -0.1123  0.000
7 C -1.1600 -0.1326 -0.0254  0.000
8 C -1.6176 0.7284 -1.2071  0.000
9 C -1.6064 0.5479 1.2773  0.000
10 H -1.8502 -1.8742 0.9083  0.000
11 H -2.7568 -1.4788 -0.5152  0.000
12 H -1.2055 -2.2407 -0.7229  0.000
13 H -1.6816 1.7652 -0.8690  0.000
14 H -1.0444 0.6487 -2.1371  0.000
15 H -2.6444 0.4533 -1.4346  0.000
16 H -1.6471 1.6300 1.1406  0.000
17 H -2.6095 0.2047 1.4992  0.000
18 H -0.9850 0.3273 2.1454  0.000